[1]
{
  "formula": "C6H4O",
  "method": "wB97M-V/def2-TZVPD",
  "symbols": ["C", "C", "C", "C", "O", "C", "C", "H", "H", "H", "H"],
  "coordinates": [[-2.32, -0.14, -0.77], [-0.99, 0.11, -0.23], [0.10, 0.32, 0.24], [1.41, 0.63, 0.76], [1.68, 1.65, 1.34], [2.21, -1.40, 1.25], [2.53, -0.40, 0.50], [-2.60, 0.66, -1.47], [-3.07, -0.15, 0.03], [-2.37, -1.10, -1.30], [3.38, -0.09, -0.10]],
  "lumo_energy_ev": -1.082,
  "homo_lumo_gap_ev": 9.23
}

***

[2]
{
  "formula": "C6H4O",
  "method": "wB97M-V/def2-TZVPD",
  "symbols": ["C", "C", "C", "C", "C", "C", "O", "H", "H", "H", "H"],
  "coordinates": [[1.32, -0.58, 0.71], [2.00, 0.30, -0.08], [1.11, 1.05, -0.69], [-0.02, 1.65, -0.84], [-1.01, 0.92, -0.27], [-0.95, -0.59, -0.30], [-0.07, -0.74, 0.82], [1.74, -1.23, 1.48], [-1.70, 1.33, 0.47], [-0.52, -1.01, -1.21], [-1.90, -1.10, -0.08]],
  "lumo_energy_ev": [-0.836, -0.836],
  "homo_lumo_gap_ev": [7.63, 7.63]
}

***

[3]
{
  "formula": "C6H4O2",
  "method": "wB97M-V/def2-TZVPD",
  "symbols": ["C", "C", "C", "C", "C", "C", "H", "H", "H", "H", "O", "O"],
  "coordinates": [[-1.50, 0.09, 0.09], [-0.88, -0.81, 0.95], [0.70, 0.02, -0.26], [-0.42, 0.63, -0.73], [2.08, 0.22, -0.53], [3.26, 0.17, -0.56], [-3.23, 0.60, 0.95], [-1.35, -1.50, 1.66], [-0.46, 1.38, -1.48], [4.35, 0.23, -0.79], [-2.78, 0.57, 0.02], [0.44, -0.89, 0.71]],
  "lumo_energy_ev": 0.598,
  "homo_lumo_gap_ev": 8.94
}